This record from the Open Molecules 2025 dataset describes a structure of composition C34H66BNO10PSi2. The level of theory is ωB97M-V/def2-TZVPD.

Each line ends with the Mulliken charge.
Cartesian coordinates (Å):
C -3.05907 2.80242 3.43316  -0.67
C -3.88738 3.19137 2.19735  -0.64
P -3.07383 3.83505 0.65146  -0.09
C -1.68262 4.93169 1.20740  -0.98
Si -1.89113 2.23039 -0.41316  -0.04
O -2.63675 0.72207 -0.37840  0.09
Si -2.61629 -0.31630 0.90698  -0.30
B -3.37323 -2.12908 0.38697  0.65
C -4.04906 -2.95111 1.53648  -0.92
O -3.25271 -2.66746 -0.86542  -0.55
C -0.89182 -0.63635 1.60652  0.82
C -0.26560 0.23857 2.49979  0.03
C 0.98018 -0.08135 3.00989  -0.78
N 1.65590 -1.19554 2.72622  -0.48
C 1.07402 -2.01801 1.85078  -0.69
C -0.16927 -1.78225 1.27384  -0.41
C -1.80520 2.79030 -2.24207  0.79
O -0.70036 2.89416 -2.82215  -0.68
O -2.94074 3.00427 -2.72653  -0.70
H -2.01252 3.10891 3.38291  0.12
H -3.47324 3.29529 4.31919  0.38
H -3.09880 1.73068 3.63546  0.07
H -4.59903 3.97433 2.47582  0.56
H -4.49734 2.34674 1.86193  0.28
H -1.99279 5.96935 1.06641  0.33
H -1.42150 4.80426 2.26017  0.24
H -0.80079 4.73875 0.59048  0.31
H -0.49398 2.16883 0.11557  -0.18
H -3.42282 0.23379 2.02343  -0.27
H -3.26608 -3.19495 2.26747  0.24
H -4.74691 -2.29909 2.07322  0.27
H -4.58373 -3.84484 1.20802  0.26
H -3.26056 -2.01419 -1.57735  0.30
H -0.73390 1.17198 2.79380  0.19
H 1.46429 0.61722 3.68959  0.49
H 1.63491 -2.90688 1.57999  0.49
H -0.57112 -2.51589 0.58063  0.43
C 5.38522 -1.80370 -0.68167  -0.51
C 5.99286 -1.79627 0.72154  -0.59
C 4.77728 -2.12530 1.58023  -0.33
O 3.94119 -2.96120 0.78114  -0.37
C 4.38443 -2.94810 -0.57727  -0.23
H 6.11524 -1.95715 -1.47598  0.37
H 4.86518 -0.86200 -0.87143  0.25
H 6.74696 -2.58292 0.80655  0.25
H 6.45568 -0.84909 0.99684  0.34
H 4.22123 -1.22374 1.85060  0.12
H 5.02925 -2.65844 2.49869  0.35
H 4.86053 -3.90897 -0.80586  0.23
H 3.52456 -2.83259 -1.23132  0.13
C 1.71560 1.91829 7.68953  -0.52
C 2.01469 3.41626 7.71029  -0.53
C 1.28586 3.89036 6.45854  -0.44
O 0.16203 3.02638 6.29904  -0.36
C 0.28403 1.89974 7.16732  -0.23
H 1.81482 1.43680 8.66161  0.35
H 2.38072 1.41095 6.98757  0.26
H 1.57706 3.87406 8.60039  0.27
H 3.07771 3.65304 7.69289  0.34
H 1.92533 3.80628 5.57316  0.27
H 0.93282 4.91980 6.53102  0.25
H -0.43706 2.00569 7.98569  0.29
H 0.04556 0.99207 6.61105  0.05
C -1.88101 0.07585 -6.13781  -0.27
C -1.40059 0.26214 -4.70545  0.81
C -2.62846 -0.12924 -3.92063  0.36
O -3.32512 -1.12831 -4.69641  -0.47
C -2.76664 -1.16188 -6.01329  -0.60
H -1.06518 -0.04386 -6.85154  0.17
H -2.47574 0.94010 -6.44030  0.21
H -0.57418 -0.42761 -4.49434  -0.32
H -1.06575 1.27195 -4.46993  -0.35
H -3.28851 0.72684 -3.77131  0.23
H -2.37651 -0.54623 -2.94218  -0.39
H -2.17516 -2.08087 -6.12488  0.25
H -3.57902 -1.18649 -6.74260  0.30
C -1.71944 -4.07899 6.79277  -0.62
C -0.66311 -3.16576 6.17138  -0.45
C -1.27962 -2.86360 4.81167  0.50
O -2.69734 -2.89144 5.00519  -0.41
C -3.00944 -3.45055 6.27637  -0.51
H -1.67946 -4.12345 7.88077  0.39
H -1.61135 -5.09430 6.40485  0.25
H -0.56956 -2.24811 6.75708  0.14
H 0.32286 -3.62108 6.09200  0.40
H -1.00773 -3.62526 4.07292  0.16
H -0.99404 -1.88781 4.41628  -0.37
H -3.35330 -2.65043 6.94235  0.27
H -3.81975 -4.17179 6.15792  0.29
C 1.56881 -2.87613 -5.59650  -0.30
C 2.43252 -1.62047 -5.50928  -0.35
C 2.84455 -1.63217 -4.04420  -0.42
O 2.91387 -3.01189 -3.66337  -0.37
C 2.30891 -3.82679 -4.66632  -0.56
H 1.46698 -3.26981 -6.60710  0.41
H 0.56913 -2.66723 -5.20895  0.00
H 3.31001 -1.72248 -6.15281  0.43
H 1.90560 -0.70951 -5.79107  0.05
H 2.09977 -1.12887 -3.41961  0.26
H 3.81530 -1.16620 -3.86747  0.28
H 3.09707 -4.36887 -5.20251  0.26
H 1.65484 -4.55511 -4.18544  0.31
C 0.63186 3.74317 -6.17392  -0.09
C 1.84038 3.29098 -6.99524  -0.63
C 1.21723 2.23170 -7.89702  0.19
O -0.12891 2.63838 -8.12464  -0.44
C -0.47704 3.69155 -7.21429  -0.44
H 0.74384 4.73020 -5.72955  0.39
H 0.42618 3.03695 -5.36704  -0.11
H 2.22678 4.11870 -7.59615  0.27
H 2.65678 2.89914 -6.38905  0.35
H 1.21431 1.25289 -7.40076  -0.34
H 1.72260 2.12821 -8.85975  0.35
H -0.54448 4.62898 -7.77883  0.32
H -1.45168 3.47743 -6.77604  0.24

Atomic forces in eV per Å
-0.228 0.150 0.270
0.251 -0.005 0.177
-0.419 -0.010 -0.301
-0.141 0.045 0.118
0.166 0.288 -0.626
0.456 0.200 0.648
-0.407 -0.346 -0.416
-0.037 0.141 -0.056
0.205 0.008 -0.063
-0.743 0.058 -0.003
0.189 0.144 0.056
-0.118 -0.084 -0.120
0.124 0.261 0.261
-0.245 0.019 -0.238
0.058 -0.165 -0.039
-0.100 0.022 0.118
-0.293 0.360 -0.529
0.291 -0.146 0.228
-0.037 -0.223 0.128
-0.023 -0.066 -0.113
0.091 -0.064 -0.009
0.115 0.029 -0.125
0.021 -0.051 -0.045
0.029 0.076 -0.009
0.127 -0.047 -0.026
0.098 -0.113 -0.067
-0.020 0.084 0.083
-0.104 -0.279 0.291
0.068 0.095 0.061
-0.206 -0.179 0.097
0.054 -0.050 0.016
0.175 -0.070 0.052
0.562 -0.020 0.033
0.012 -0.071 0.001
0.005 -0.095 0.018
0.016 0.063 0.068
0.037 0.055 0.000
-0.023 0.048 0.013
0.003 -0.074 -0.044
0.027 0.089 0.006
0.019 -0.100 0.022
0.062 -0.006 0.028
0.000 -0.009 0.007
-0.009 -0.010 0.004
-0.003 -0.002 0.007
-0.018 0.014 -0.015
-0.001 -0.006 0.027
-0.006 -0.002 0.004
0.014 0.010 -0.022
-0.050 -0.004 -0.050
0.034 0.001 -0.048
-0.040 0.002 0.045
0.051 -0.047 -0.043
-0.032 -0.035 -0.005
0.005 0.039 0.034
-0.006 0.012 0.009
-0.007 -0.005 -0.005
-0.003 0.007 -0.004
0.006 -0.015 -0.014
0.021 0.023 0.012
-0.024 -0.005 -0.008
0.008 -0.037 0.014
-0.028 0.029 -0.043
-0.071 -0.006 -0.052
0.335 -0.008 -0.114
-0.355 0.057 0.223
0.238 0.001 -0.165
0.070 -0.003 0.131
-0.060 -0.028 -0.064
0.002 -0.010 -0.040
-0.019 -0.018 -0.001
-0.071 0.006 0.065
0.059 0.034 0.075
-0.044 -0.009 0.014
0.001 0.008 -0.040
-0.020 -0.007 0.021
0.017 -0.027 -0.031
-0.035 0.029 0.035
0.023 -0.005 -0.024
-0.032 0.026 -0.057
0.075 0.036 0.023
0.007 0.016 0.003
-0.011 -0.003 -0.003
0.004 0.009 -0.010
-0.004 -0.012 -0.009
0.030 0.002 0.012
-0.026 -0.012 -0.017
-0.002 -0.025 0.032
-0.009 0.008 -0.021
-0.120 0.039 0.029
0.045 0.001 -0.078
-0.120 0.002 0.031
0.070 0.007 0.042
0.074 0.032 -0.054
0.013 0.006 -0.008
-0.004 -0.007 -0.002
0.007 0.009 0.008
-0.022 0.002 0.031
0.004 0.027 -0.019
0.012 -0.040 0.019
-0.024 -0.022 -0.016
0.001 0.013 0.031
0.036 -0.166 -0.021
-0.027 0.062 -0.014
-0.032 -0.019 0.114
0.008 0.014 -0.040
-0.027 0.033 0.033
0.001 -0.003 0.009
-0.028 0.078 0.049
0.002 -0.006 -0.010
-0.010 -0.015 0.012
0.028 -0.008 -0.005
-0.011 -0.002 -0.008
-0.001 0.009 0.021
-0.003 -0.033 -0.012

## Properties
* charge: -1
* frontier orbital gap: 0.2415 Ha
* LUMO: 2.190 eV

---

This record from the Open Molecules 2025 dataset describes a structure of composition C34H66Br10F3NiO12S5. The level of theory is ωB97M-V/def2-TZVPD.

Each line ends with the Mulliken charge.
Cartesian coordinates (Å):
Ni -26.45897 2.13185 4.43191  0.49
C -24.17061 4.10851 3.15291  0.70
O -23.28658 3.02354 3.52326  0.04
O -25.38216 3.57018 3.49910  -0.84
C -23.71680 5.42518 3.79979  0.66
F -23.43514 5.21765 5.09216  -0.10
F -22.64678 5.90182 3.16668  -0.15
F -24.69760 6.33143 3.73654  -0.16
C -22.05595 3.00580 2.80052  1.55
C -21.16892 2.10420 3.61742  -1.59
H -21.56564 1.08434 3.65345  0.42
H -20.22930 1.94799 3.08138  0.39
H -21.04930 2.43983 4.64386  -0.72
H -21.46830 3.91391 2.63976  1.33
H -22.21394 2.58084 1.80223  -0.63
H -24.08777 4.23225 2.06564  -1.07
C -19.26982 6.00637 2.59633  0.96
C -18.36094 7.02120 1.86781  -1.18
C -17.70741 6.20547 0.72921  -0.56
S -17.41745 4.50546 1.41394  1.53
O -16.06649 4.26699 1.86072  -0.87
O -18.02800 3.57960 0.48024  -0.75
C -18.43800 4.75720 2.92627  -0.19
H -20.15330 5.69940 2.02735  -0.29
H -19.75270 6.38701 3.49884  0.14
H -17.66976 7.51279 2.55408  0.38
H -18.92142 7.87434 1.48269  0.41
H -16.75930 6.51271 0.29449  0.86
H -18.46026 6.07345 -0.04639  -0.54
H -17.81498 4.98656 3.79090  0.77
H -19.02678 3.89618 3.23611  -0.34
C -21.00324 4.31917 1.08551  0.65
C -21.17911 3.49586 -0.21540  0.01
C -19.93410 3.53530 -1.03063  -0.69
S -19.44476 5.32340 -0.89175  1.51
O -20.10543 6.04026 -1.96592  -0.79
O -18.01756 5.41078 -0.66040  -0.23
C -20.43770 5.65434 0.63274  -0.10
H -20.33886 3.89052 1.83625  -1.39
H -21.99960 4.49361 1.49362  0.35
H -22.04174 3.85513 -0.77793  0.23
H -21.43206 2.47577 0.08582  -0.74
H -19.93008 3.28519 -2.08901  0.72
H -19.10355 2.98381 -0.58638  0.25
H -21.22074 6.36308 0.36639  0.96
H -19.79122 6.16120 1.34896  -1.33
C -26.31252 -0.52591 0.05711  -0.84
C -25.77258 0.92211 0.03848  -0.71
C -24.62666 0.99750 1.01491  2.41
S -24.93048 -0.12905 2.39324  1.11
O -25.43063 0.60427 3.54450  -0.48
O -23.78367 -0.98610 2.51054  -0.62
C -26.37845 -0.92308 1.53575  -0.87
H -25.68252 -1.28292 -0.41150  0.30
H -27.28131 -0.56183 -0.43755  0.43
H -26.53618 1.65791 0.30572  0.29
H -25.40009 1.28232 -0.92056  0.50
H -24.24990 1.97082 1.32168  -1.81
H -23.79791 0.47200 0.53270  -0.45
H -27.22908 -0.44821 2.03009  0.33
H -26.42663 -1.98058 1.78765  0.49
C -14.32825 1.27286 2.58770  -0.80
C -15.26487 1.36553 1.35584  -0.13
C -16.55224 0.67465 1.83706  0.47
S -16.74959 0.89941 3.65932  0.70
O -16.68661 -0.39885 4.30777  -0.62
O -17.86999 1.76184 3.94137  -0.31
C -15.12137 1.70775 3.82714  -0.68
H -13.46378 1.92591 2.48195  0.42
H -14.04248 0.22414 2.68213  0.34
H -14.74426 0.97156 0.48667  0.47
H -15.43950 2.43053 1.20554  -0.16
H -16.69195 -0.37516 1.58587  0.50
H -17.44656 1.20876 1.50632  -0.80
H -14.70583 1.42462 4.79465  0.54
H -15.17758 2.79491 3.89832  0.23
C -22.43900 2.91469 8.64476  -0.86
C -23.31034 1.79692 9.25845  -0.83
C -24.73257 1.82928 8.74709  -0.72
S -24.61631 2.88230 7.23678  1.08
O -25.12398 4.16454 7.61212  -0.63
O -25.10676 2.13804 6.07726  -0.67
C -22.81805 2.91598 7.14634  -0.02
H -21.38175 2.73360 8.83669  0.40
H -22.59295 3.86648 9.15508  0.39
H -23.29783 1.74085 10.35068  0.42
H -22.92818 0.77702 9.14686  0.37
H -25.44582 2.25303 9.45154  0.37
H -25.15552 0.89220 8.38656  0.32
H -22.44459 3.77912 6.60348  -0.01
H -22.49584 1.98265 6.68550  0.25
Br -24.72442 8.30259 1.16704  -0.17
C -26.27989 9.05930 2.17651  -0.26
C -25.86882 9.09580 3.61500  0.00
Br -27.16891 10.11934 4.72393  -0.14
H -27.11378 8.35534 2.15995  0.12
H -26.62773 10.01116 1.78606  0.50
H -24.91500 9.59389 3.76172  0.23
H -25.92303 8.09608 4.02818  -0.29
Br -20.97901 9.16372 5.81115  -0.24
C -22.90480 8.80447 5.60695  -0.01
C -23.32354 7.91611 6.77754  -0.43
Br -25.30239 7.79708 6.73720  -0.13
H -22.97552 8.25482 4.66992  -0.23
H -23.46377 9.72452 5.46714  0.54
H -23.04733 8.36263 7.73229  0.59
H -22.79090 6.96927 6.83946  0.01
Br -19.64890 -2.16046 2.74981  -0.16
C -20.40828 -2.04638 0.90917  -0.60
C -20.63600 -0.55814 0.74013  0.29
Br -21.57604 -0.20533 -0.95958  -0.21
H -21.38099 -2.52169 0.82069  0.42
H -19.60133 -2.49960 0.34564  0.43
H -19.72631 0.03541 0.76846  0.07
H -21.32071 -0.21002 1.50924  -0.23
Br -18.48278 5.97599 9.31467  -0.11
C -19.59847 6.40785 7.78186  -0.50
C -19.01029 5.88696 6.50790  0.18
Br -19.36329 3.97195 6.22294  0.00
H -19.64423 7.49482 7.79747  0.44
H -20.60924 6.00564 7.85578  0.03
H -17.93211 5.95482 6.64539  0.63
H -19.34966 6.40877 5.61815  -0.43
Br -28.40335 5.87068 2.16879  -0.19
C -27.36204 5.10103 0.68141  -0.71
C -26.20034 4.31474 1.27494  0.63
Br -24.74718 3.81024 0.04305  -0.15
H -27.21496 5.99779 0.09018  0.42
H -27.98694 4.38757 0.14716  0.45
H -26.53846 3.46559 1.86278  0.22
H -25.74622 4.99567 1.99548  -0.20

Atomic forces in eV per Å
1.069 0.796 -0.271
-1.675 -3.718 1.064
1.538 1.580 -0.753
0.675 2.031 0.499
-2.065 -1.947 0.787
0.515 0.635 0.091
0.949 0.816 -0.084
0.383 0.216 -0.039
-0.331 -1.812 3.041
0.103 -1.404 -0.824
-0.288 0.075 0.150
0.453 0.251 0.414
0.199 0.214 -0.195
-2.240 -1.061 3.069
-0.170 -0.072 0.131
0.535 0.465 0.570
1.707 -0.296 6.802
-0.310 0.311 0.515
6.098 3.372 10.254
0.329 -0.750 3.889
-0.313 0.856 -0.708
1.622 -0.486 2.787
-0.132 0.829 -0.330
0.629 -0.894 6.194
0.659 0.459 0.323
0.408 -0.477 0.098
-0.174 -0.079 -0.304
-0.128 0.730 0.574
-1.161 6.471 3.683
0.611 -0.205 -0.374
0.178 -0.242 -0.351
0.645 1.773 -3.710
-0.708 -0.560 0.572
1.536 0.132 -0.616
-12.634 -5.515 -6.085
1.695 0.362 0.329
3.835 -4.947 -12.553
-1.025 0.120 -6.943
0.276 -0.247 -1.087
0.560 0.782 -1.172
0.053 0.242 0.084
0.246 0.002 -0.391
-0.677 0.306 -0.138
-1.156 -0.138 -0.673
-0.008 -0.081 -0.654
-0.656 1.310 -5.285
0.296 -0.003 0.542
-0.134 0.149 0.001
1.180 -1.190 0.318
-1.263 0.961 -1.774
0.154 -1.008 0.018
0.021 -0.301 0.464
-0.201 0.400 0.944
0.299 0.457 -0.427
-0.102 -0.154 0.209
-0.293 -0.359 0.119
-0.148 -0.474 -0.166
-0.487 -0.564 0.468
0.183 0.126 0.028
0.019 0.053 -0.003
0.242 -0.055 -0.251
-0.333 -0.139 0.137
0.232 0.340 1.546
-1.103 0.633 -0.321
1.719 -1.225 -0.580
-0.080 0.872 -0.314
-0.039 0.447 -0.121
-0.021 0.251 0.415
0.160 -0.243 -0.043
0.368 0.105 0.194
-0.441 -0.374 -0.079
-0.124 -0.393 -0.301
0.314 -0.071 0.216
0.040 -0.108 -0.389
0.029 -0.499 -0.165
-0.538 0.011 -0.379
-0.010 -0.623 0.148
0.440 -1.260 1.443
-0.326 0.376 -1.111
0.225 -1.250 0.367
-0.247 0.701 -0.438
-0.149 0.459 0.887
0.163 0.179 1.168
0.053 -0.334 -0.383
-0.543 0.124 -0.298
-0.163 0.981 0.109
0.459 0.222 -1.079
0.044 0.408 -0.253
0.339 -0.168 0.150
-0.307 -0.055 -0.157
-0.075 0.055 -0.155
-0.903 0.418 0.149
-0.492 -0.440 0.382
-0.263 0.537 0.563
0.273 -0.218 -0.659
0.242 -0.064 -0.737
0.573 0.025 -0.320
-0.047 -0.167 0.124
0.378 0.213 0.107
-0.244 0.195 -0.186
0.231 -1.187 -0.104
-0.221 1.002 0.427
1.085 -0.354 0.316
-0.004 -0.022 0.027
0.227 0.155 0.573
-0.405 0.442 -0.072
-0.563 -0.343 -0.732
-0.420 -0.145 -0.411
0.309 0.783 0.970
-0.099 -0.107 -0.133
0.314 -0.035 0.026
0.293 -0.522 0.275
-0.381 0.139 -0.520
0.015 -0.042 -0.193
-0.024 -0.015 -0.005
-0.359 -0.242 -0.094
-0.634 0.130 -0.014
1.009 -0.340 0.287
0.070 0.499 0.121
-0.018 -0.093 -0.226
0.057 0.083 0.659
0.056 -0.014 -0.633
-0.118 0.068 0.128
0.103 -0.506 -0.081
-0.432 -0.758 -0.359
-0.662 2.141 -0.023
-0.969 1.439 -1.374
0.748 -0.313 -0.222
-0.426 0.408 -0.054
0.205 -0.098 -0.562
-0.010 -0.317 -0.504

## Properties
* 2S+1: 3
* charge: +1
* frontier orbital gap (alpha / beta): 0.2628 / 0.1482 Ha
* LUMO (alpha / beta): -2.590 / -4.867 eV
* relative energy (zero: lowest compared OMol25 entry of this formula, charge and spin): 15.446 eV